# 1
# C21H23N3O3

The molecule C21H23N3O3 (ωB97M-V with the def2-TZVPD basis set, OMol25).

HOMO level = -8.27 eV
calculated total energy = -1204.06130 a.u.
frontier orbital gap = 0.319 Eh
total charge = 0
SMILES = CCOc1ccc(CNC(=O)CCC(=O)n2nc(C)c3ccccc32)cc1
energy above the lowest of the compared OMol25 structures with the same formula, charge and spin = 1.674 eV

CARTESIAN COORDINATES (ANGSTROEM)
1 C 2.175 1.510 -3.608
2 C 3.443 1.164 -2.831
3 O 3.332 1.414 -1.445
4 C 2.856 0.437 -0.620
5 C 3.038 0.661 0.746
6 C 2.649 -0.285 1.670
7 C 2.071 -1.481 1.260
8 C 1.849 -1.679 -0.094
9 C 2.236 -0.737 -1.031
10 H 2.052 -0.937 -2.075
11 H 1.367 -2.588 -0.422
12 C 1.638 -2.524 2.259
13 N 0.268 -2.297 2.689
14 C -0.768 -2.812 1.993
15 O -0.626 -3.648 1.123
16 C -2.163 -2.348 2.400
17 H -2.579 -3.110 3.064
18 H -2.762 -2.348 1.488
19 C -2.267 -0.977 3.077
20 C -1.455 0.069 2.350
21 O -0.457 0.583 2.809
22 N -1.922 0.391 1.101
23 C -1.336 1.230 0.167
24 C -0.162 1.966 0.196
25 C 0.124 2.722 -0.922
26 C -0.725 2.747 -2.032
27 C -1.886 2.004 -2.066
28 C -2.194 1.233 -0.950
29 C -3.274 0.357 -0.583
30 N -3.089 -0.116 0.614
31 C -4.457 0.005 -1.403
32 H -4.140 -0.494 -2.318
33 H -5.002 0.906 -1.681
34 H -5.111 -0.656 -0.842
35 H -2.538 2.018 -2.926
36 H -0.464 3.361 -2.880
37 H 1.031 3.307 -0.941
38 H 0.489 1.942 1.052
39 H -1.915 -1.020 4.110
40 H -3.314 -0.673 3.071
41 H 0.133 -1.493 3.281
42 H 2.281 -2.505 3.142
43 H 1.667 -3.516 1.803
44 H 2.807 -0.098 2.722
45 H 3.504 1.583 1.056
46 H 4.262 1.809 -3.165
47 H 3.733 0.121 -3.008
48 H 2.320 1.283 -4.661
49 H 1.957 2.569 -3.502
50 H 1.323 0.947 -3.236

Results of the Löwdin charge analysis, in e, for atoms 1 through 6: -0.07 -0.24 -0.06 -0.28 -0.01 -0.04



# 2
# H3O4SSi

A cluster of 2 separate species, H3O4SSi in total at a distorted geometry (ωB97M-V with the def2-TZVPD basis set, OMol25).

HOMO level = -4.51 eV
calculated total energy = -990.43342 a.u.
frontier orbital gap = 0.231 Eh
total charge = -1
energy above the lowest of the compared OMol25 structures with the same formula, charge and spin = 2.592 eV

CARTESIAN COORDINATES (ANGSTROEM)
1 O -4.493 1.020 -0.601
2 O -4.150 -0.411 1.368
3 O -3.373 -1.172 -0.807
4 O -1.085 1.740 0.041
5 Si -0.357 0.383 -0.012
6 S -3.802 -0.109 0.010
7 H -1.197 -0.932 -0.351
8 H 1.043 0.445 -0.700
9 H 0.216 -0.034 1.353

Results of the Löwdin charge analysis, in e, for atoms 1 through 6: -0.28 -0.27 -0.31 -0.58 0.13 0.62



# 3
# C24H45IP2Tb

A structure of composition C24H45IP2Tb at a distorted geometry (ωB97M-V with the def2-TZVPD basis set, OMol25).

HOMO level (alpha / beta) = -9.85 / -10.05 eV
calculated total energy = -2745.73483 a.u.
frontier orbital gap (alpha / beta) = 0.244 / 0.215 Eh
total charge = +1
energy above the lowest of the compared OMol25 structures with the same formula, charge and spin = 10.206 eV
multiplicity = 7

CARTESIAN COORDINATES (ANGSTROEM)
1 Tb -0.114 0.033 0.947
2 C 1.305 -2.281 0.875
3 C 0.235 -2.785 1.669
4 C -0.704 -1.918 -0.245
5 C 0.744 -1.833 -0.359
6 C -0.994 -2.294 1.105
7 C 2.760 -2.354 1.138
8 H 2.945 -2.039 2.196
9 H 3.298 -1.613 0.515
10 H 3.117 -3.392 1.009
11 C 1.415 -1.572 -1.659
12 H 2.485 -1.718 -1.626
13 H 1.282 -0.557 -2.047
14 H 1.049 -2.225 -2.459
15 C -1.597 -1.928 -1.436
16 H -1.455 -2.808 -2.087
17 H -1.438 -1.066 -2.086
18 H -2.646 -1.906 -1.164
19 C -2.363 -2.549 1.630
20 H -2.293 -3.217 2.492
21 H -3.002 -3.013 0.848
22 H -2.837 -1.604 1.947
23 C 0.223 -3.727 2.845
24 H 0.175 -4.804 2.753
25 H -0.550 -3.590 3.573
26 H 1.156 -3.746 3.484
27 C 1.182 2.079 1.934
28 C 1.839 1.237 2.763
29 C 1.553 1.182 4.223
30 C -0.049 0.969 4.585
31 C -1.014 0.514 3.506
32 C -1.612 1.335 2.525
33 C -1.219 2.787 2.563
34 C 0.274 3.080 2.610
35 H 2.007 1.950 4.922
36 H -0.354 1.901 5.120
37 H 2.162 0.345 4.667
38 H 0.548 3.196 3.667
39 H 1.610 2.272 0.944
40 H 2.586 0.542 2.326
41 H 0.439 4.081 2.199
42 H -1.667 3.245 1.682
43 H -2.612 1.063 2.168
44 H -1.674 3.270 3.435
45 H -0.107 0.268 5.425
46 H -1.497 -0.433 3.766
47 P 3.946 0.855 -3.147
48 C 5.199 0.086 -4.270
49 H 6.001 0.807 -4.490
50 H 4.698 -0.230 -5.193
51 H 5.608 -0.799 -3.767
52 C 3.589 2.296 -4.247
53 H 4.519 2.747 -4.623
54 H 2.999 3.029 -3.683
55 H 2.982 1.923 -5.082
56 C 5.182 1.671 -2.041
57 H 5.933 2.213 -2.635
58 H 5.662 0.885 -1.442
59 H 4.650 2.353 -1.365
60 P -4.281 0.383 -2.471
61 C -5.837 -0.485 -1.970
62 H -6.722 -0.024 -2.435
63 H -5.913 -0.439 -0.876
64 H -5.753 -1.537 -2.273
65 C -4.854 2.101 -2.118
66 H -5.826 2.286 -2.601
67 H -4.096 2.793 -2.508
68 H -4.927 2.232 -1.032
69 C -4.641 0.462 -4.284
70 H -5.571 1.020 -4.475
71 H -4.710 -0.555 -4.689
72 H -3.794 0.973 -4.760
73 I 1.365 -1.421 3.591

Results of the Löwdin charge analysis, in e, for atoms 1 through 6: 1.48 -0.39 -0.38 -0.40 -0.37 -0.37



# 4
# C2H9N3

A cluster of 2 separate species, C2H9N3 in total at a distorted geometry (ωB97M-V with the def2-TZVPD basis set, OMol25).

HOMO level = -8.31 eV
calculated total energy = -245.73262 a.u.
frontier orbital gap = 0.342 Eh
total charge = 0
energy above the lowest of the compared OMol25 structures with the same formula, charge and spin = 3.784 eV

CARTESIAN COORDINATES (ANGSTROEM)
1 C -2.329 0.315 -0.537
2 C 2.324 0.605 -0.124
3 N -1.748 -0.872 0.083
4 N 1.716 -0.633 0.627
5 N 0.776 -0.512 1.328
6 H -3.130 0.131 -1.221
7 H -2.518 1.274 0.044
8 H -1.499 0.403 -1.324
9 H 3.109 0.996 0.556
10 H 2.729 0.402 -1.091
11 H 1.498 1.332 -0.193
12 H -0.914 -0.616 0.650
13 H 2.378 -1.421 0.470
14 H -2.392 -1.404 0.733

Results of the Löwdin charge analysis, in e, for atoms 1 through 6: -0.23 -0.04 -0.11 -0.23 0.04 0.04



# 5
# C4H8O2

A cluster of 2 separate species, C4H8O2 in total (ωB97M-V with the def2-TZVPD basis set, OMol25).

HOMO level = -9.83 eV
calculated total energy = -307.58925 a.u.
frontier orbital gap = 0.396 Eh
total charge = 0
SMILES = C=C[C@@]1(O)CO1.[H][H]
energy above the lowest of the compared OMol25 structures with the same formula, charge and spin = 3.352 eV

CARTESIAN COORDINATES (ANGSTROEM)
1 C 2.059 0.462 0.377
2 C 0.996 -0.253 0.725
3 O -1.283 0.130 1.570
4 C -1.510 -0.794 0.496
5 C -0.405 0.172 0.465
6 O -0.479 1.309 -0.316
7 H 1.952 1.413 -0.136
8 H 3.065 0.119 0.601
9 H 0.021 -0.364 -3.035
10 H 1.096 -1.203 1.245
11 H -2.399 -0.597 -0.104
12 H -1.336 -1.841 0.743
13 H -0.419 -0.243 -2.449
14 H -1.357 1.690 -0.181

Results of the Löwdin charge analysis, in e, for atoms 1 through 6: 0.04 -0.07 0.01 -0.07 -0.59 0.02



# 6
# C14H52N20O12

A cluster of 12 separate species, C14H52N20O12 in total at a distorted geometry (ωB97M-V with the def2-TZVPD basis set, OMol25).

HOMO level = -9.76 eV
calculated total energy = -2563.10479 a.u.
frontier orbital gap = 0.377 Eh
total charge = 0
SMILES = NC(N)=O.NC(N)=O.NC(N)=O.NC(N)=O.NC(N)=O.NC(N)=O.NC(N)=O.NC(N)=O.NC(N)=O.NC(N)=O.CCO.CCO
energy above the lowest of the compared OMol25 structures with the same formula, charge and spin = 0.000 eV

CARTESIAN COORDINATES (ANGSTROEM)
1 C -2.703 2.251 2.789
2 O -3.678 2.545 2.095
3 N -2.558 1.101 3.545
4 N -1.625 3.004 2.808
5 H -3.385 0.524 3.354
6 H -1.676 0.669 3.426
7 H -1.563 3.730 2.105
8 H -0.842 2.939 3.410
9 C 0.404 4.923 -0.226
10 O -0.032 5.296 0.881
11 N 1.311 5.657 -0.960
12 N -0.096 3.893 -0.846
13 H 1.954 6.090 -0.259
14 H 1.720 5.143 -1.789
15 H 0.344 3.686 -1.748
16 H -0.955 3.430 -0.641
17 C -1.805 -1.351 -4.308
18 O -1.036 -2.302 -4.264
19 N -2.916 -1.443 -5.160
20 N -1.578 -0.207 -3.622
21 H -2.887 -2.307 -5.709
22 H -3.507 -0.685 -5.493
23 H -2.284 0.286 -3.010
24 H -0.611 -0.107 -3.393
25 C 0.731 -1.273 4.047
26 O 0.226 -1.019 2.970
27 N 1.475 -0.364 4.829
28 N 0.619 -2.457 4.708
29 H 1.536 0.581 4.563
30 H 2.009 -0.766 5.542
31 H 0.512 -2.349 5.726
32 H 0.056 -3.159 4.258
33 C -3.895 1.150 -1.185
34 O -3.770 0.601 -2.300
35 N -4.452 0.526 -0.099
36 N -3.561 2.479 -1.010
37 H -4.728 -0.426 -0.192
38 H -4.586 1.070 0.762
39 H -3.516 3.080 -1.857
40 H -3.954 3.013 -0.216
41 C 1.503 3.093 2.946
42 O 1.231 2.053 3.568
43 N 1.359 4.332 3.448
44 N 1.866 2.949 1.668
45 H 0.918 4.253 4.395
46 H 0.866 5.043 2.872
47 H 2.296 3.616 1.080
48 H 1.977 1.983 1.446
49 C -3.003 -3.883 -1.956
50 O -3.922 -4.237 -1.206
51 N -3.111 -4.040 -3.315
52 N -1.827 -3.374 -1.601
53 H -2.323 -3.964 -3.916
54 H -3.827 -4.706 -3.524
55 H -1.644 -3.053 -0.674
56 H -1.232 -3.029 -2.336
57 C 2.763 -2.056 -2.905
58 O 2.467 -0.848 -2.853
59 N 2.094 -2.898 -3.712
60 N 3.764 -2.609 -2.225
61 H 2.200 -3.829 -3.425
62 H 1.115 -2.755 -3.953
63 H 3.795 -2.215 -1.302
64 H 3.879 -3.617 -2.282
65 C -1.993 -3.842 2.277
66 O -1.269 -4.326 3.131
67 N -3.007 -4.640 1.713
68 N -1.902 -2.554 1.821
69 H -3.413 -4.425 0.812
70 H -2.798 -5.614 1.974
71 H -2.667 -2.309 1.236
72 H -1.169 -1.905 2.219
73 C 2.422 2.584 -2.667
74 O 1.732 3.579 -2.828
75 N 2.275 1.762 -1.573
76 N 3.177 2.101 -3.735
77 H 1.506 1.920 -0.945
78 H 2.724 0.885 -1.599
79 H 3.301 1.081 -3.654
80 H 2.885 2.366 -4.667
81 C 4.621 -1.321 2.331
82 C 4.767 -0.409 1.106
83 O 4.020 -0.887 0.012
84 H 5.362 -1.074 3.139
85 H 4.878 -2.341 2.074
86 H 3.669 -1.261 2.842
87 H 5.796 -0.325 0.841
88 H 4.366 0.574 1.382
89 H 3.086 -0.800 0.221
90 C -0.785 0.231 -0.333
91 C 0.415 -0.734 -0.363
92 O 1.387 -0.297 0.558
93 H -1.598 -0.253 -0.880
94 H -0.478 1.162 -0.808
95 H -1.154 0.325 0.677
96 H 0.942 -0.685 -1.323
97 H 0.048 -1.747 -0.208
98 H 0.951 -0.485 1.446

Results of the Löwdin charge analysis, in e, for atoms 1 through 6: -0.67 -0.01 0.17 0.20 0.11 0.06



# 7
# C2H3NNa

A structure of composition C2H3NNa at a distorted geometry (ωB97M-V with the def2-TZVPD basis set, OMol25).

HOMO level = -14.53 eV
calculated total energy = -294.83793 a.u.
frontier orbital gap = 0.338 Eh
total charge = +1

CARTESIAN COORDINATES (ANGSTROEM)
1 N -0.115 -0.851 -0.872
2 C -0.005 -0.037 -0.038
3 C 0.132 0.977 1.001
4 H 1.151 1.400 0.991
5 H -0.055 0.535 1.994
6 H -0.590 1.794 0.837
7 Na -0.517 -3.818 -3.914

Results of the Löwdin charge analysis, in e, for atoms 1 through 6: 0.09 -0.28 -0.07 0.09 0.09 0.09



# 8
# C11H18

A cluster of 2 separate species, C11H18 in total at a distorted geometry (ωB97M-V with the def2-TZVPD basis set, OMol25).

HOMO level = -9.10 eV
calculated total energy = -429.89139 a.u.
frontier orbital gap = 0.368 Eh
total charge = 0
SMILES = Cc1ccccc1.CC(C)C
energy above the lowest of the compared OMol25 structures with the same formula, charge and spin = 1.340 eV

CARTESIAN COORDINATES (ANGSTROEM)
1 C 1.793 -1.047 -2.852
2 C 2.810 0.016 1.135
3 C 2.862 0.972 0.128
4 C 2.188 -1.162 0.867
5 C 2.504 0.691 -1.178
6 C 1.649 -1.471 -0.418
7 C 1.890 -0.546 -1.440
8 H 3.061 0.316 2.135
9 H 3.153 1.988 0.387
10 H 1.845 -1.827 1.672
11 H 2.463 1.349 -2.013
12 H 1.291 -2.489 -0.617
13 H 0.924 -0.672 -3.387
14 H 1.868 -2.169 -2.808
15 H 2.746 -0.774 -3.429
16 C -2.008 0.376 0.627
17 C -1.603 -0.153 1.999
18 C -3.143 -0.330 -0.129
19 C -2.422 1.842 0.840
20 H -1.207 0.246 -0.117
21 H -1.518 -1.221 2.173
22 H -2.379 0.269 2.679
23 H -4.180 -0.101 0.095
24 H -3.111 0.053 -1.154
25 H -3.063 -1.412 -0.211
26 H -1.638 2.563 0.658
27 H -3.291 2.160 0.234
28 H -2.754 2.090 1.830
29 H -0.730 0.443 2.294

Results of the Löwdin charge analysis, in e, for atoms 1 through 6: -0.07 -0.11 -0.09 -0.10 -0.05 -0.05